Entry 1:
Here is C14H11CrN4OS7 as an isolated structure at a distorted geometry from OMol25. Energies are from ωB97M-V/def2-TZVPD.

Summary:
- LUMO energy (spin up / spin down) (eV) = 3.91 / 3.91
- net charge = -2
- spin multiplicity = 4
- HOMO energy (spin up / spin down) (eV) = -0.91 / -0.99
- E_tot (Eh) = -4666.3252

Geometry (Å):
Cr (-9.0827, -0.3535, 12.3014)
S (-10.1495, -2.3820, 11.6331)
C (-11.6340, -1.8530, 10.8792)
C (-12.3421, -2.8470, 10.1976)
C (-13.5477, -2.5042, 9.5830)
C (-14.0161, -1.2004, 9.6125)
C (-13.2719, -0.2252, 10.2780)
C (-12.0863, -0.5151, 10.9335)
S (-11.2089, 0.7678, 11.7405)
H (-11.9912, -3.8710, 10.2289)
H (-14.1930, -3.2416, 9.0998)
H (-14.9809, -0.9556, 9.1412)
H (-13.6179, 0.7896, 10.3097)
O (-6.8738, -3.0229, 18.3661)
C (-7.2370, -2.5825, 17.2992)
S (-6.3804, -2.7775, 15.7594)
C (-7.4819, -1.8259, 14.7760)
C (-8.5709, -1.2913, 15.3793)
S (-9.8700, -0.4872, 14.6174)
S (-8.7038, -1.6175, 17.1176)
S (-7.1602, -1.6629, 13.0777)
C (-9.8337, 5.7434, 12.6736)
C (-8.9409, 5.0990, 13.7469)
C (-8.2980, 3.8645, 13.2142)
N (-8.9757, 2.7817, 13.2017)
N (-8.2290, 1.7027, 12.7523)
C (-6.9743, 1.9930, 12.4672)
N (-5.8653, 1.2021, 12.0882)
S (-6.6412, 3.7046, 12.7239)
H (-10.3971, 6.6260, 13.0197)
H (-10.5175, 4.9856, 12.2808)
H (-9.2821, 6.0769, 11.8090)
H (-9.5786, 4.8288, 14.5924)
H (-8.1722, 5.7888, 14.0978)
H (-5.9285, 0.2809, 12.5723)
H (-5.9316, 0.9182, 11.1083)
N (-7.3188, -0.2545, 9.6375)
C (-8.0548, -0.2794, 10.5445)

Atom charges from the Löwdin analysis, given in e for atoms 1 to 6:
1 Cr -0.173
2 S 0.583
3 C -0.678
4 C -0.160
5 C -0.156
6 C -0.152

---

Entry 2:
Here is C8H16AuBF4S4 as an isolated structure at a distorted geometry from OMol25. Energies are from ωB97M-V/def2-TZVPD.

Summary:
- LUMO energy (eV) = -10.59
- net charge = +2
- HOMO energy (eV) = -16.32
- E_tot (Eh) = -2466.7181

Geometry (Å):
Au (-0.0025, -0.6682, -0.6773)
C (2.5784, -0.3898, 1.3067)
C (1.4246, 0.2207, 2.0983)
S (-0.0307, -0.8775, 2.0058)
C (-1.4537, 0.2652, 2.0669)
C (-2.6161, -0.3093, 1.2616)
S (-2.4461, -0.4348, -0.5628)
C (-2.6349, 1.2921, -1.1572)
C (-1.4335, 1.7803, -1.9419)
S (0.0010, 1.7146, -0.8258)
C (1.4874, 1.8056, -1.8698)
C (2.6523, 1.2910, -1.0488)
S (2.4397, -0.4535, -0.5219)
H (2.7205, -1.4397, 1.5756)
H (3.5149, 0.1315, 1.5172)
H (1.1615, 1.2262, 1.7676)
H (1.7280, 0.2759, 3.1437)
H (-1.1540, 1.2599, 1.7357)
H (-1.7722, 0.3364, 3.1069)
H (-3.5277, 0.2665, 1.4365)
H (-2.8191, -1.3421, 1.5551)
H (-2.8564, 1.9239, -0.2967)
H (-3.5022, 1.2890, -1.8191)
H (-1.5838, 2.8154, -2.2596)
H (-1.2244, 1.1656, -2.8164)
H (1.6534, 2.8509, -2.1430)
H (1.3162, 1.2221, -2.7735)
H (2.8347, 1.8952, -0.1597)
H (3.5476, 1.3108, -1.6722)
F (-0.0181, -2.6399, -0.8330)
B (0.0015, -4.2840, -0.3588)
F (0.6045, -4.8370, -1.4185)
F (-1.3222, -4.4933, -0.2029)
F (0.7313, -4.1699, 0.7815)

Atom charges from the Löwdin analysis, given in e for atoms 1 to 6:
1 Au 0.777
2 C -0.439
3 C -0.478
4 S 0.929
5 C -0.482
6 C -0.439

---

Entry 3:
Here is C16H32InP as an isolated structure at a distorted geometry from OMol25. Energies are from ωB97M-V/def2-TZVPD.

Summary:
- LUMO energy (spin up / spin down) (eV) = -9.79 / -9.16
- net charge = +2
- HOMO energy (spin up / spin down) (eV) = -15.02 / -15.22
- E_tot (Eh) = -1159.6127

Geometry (Å):
C (1.3794, 2.1976, -1.7003)
H (2.4054, 2.3372, -1.2446)
H (1.3209, 1.7642, -2.6933)
H (2.6471, 0.7521, 0.7554)
C (0.2559, 3.1589, -1.4060)
H (-0.7067, 2.5986, -1.5705)
H (0.3947, 3.4412, -0.3407)
C (0.4122, 4.4159, -2.2390)
H (-0.4997, 4.9970, -2.0693)
H (1.2570, 5.0339, -1.8523)
H (0.5948, 4.1515, -3.2831)
C (-1.0373, -2.1149, 0.1052)
C (-1.6544, -1.1707, -0.7763)
C (-0.6538, -0.6395, -1.6262)
C (0.6171, -1.2502, -1.2618)
C (0.3416, -2.1921, -0.1992)
C (1.2932, -3.1808, 0.3652)
C (1.8612, -1.2234, -2.1058)
C (-0.8621, 0.1613, -2.8687)
C (-3.1316, -0.9904, -0.9150)
C (-1.7592, -3.0571, 0.9855)
In (1.1168, 0.7945, -0.0016)
H (2.7379, -1.5356, -1.5291)
H (1.7454, -1.8709, -2.9811)
H (2.0587, -0.2086, -2.4785)
H (2.2918, -3.0444, -0.0772)
H (1.3896, -3.0919, 1.4595)
H (0.9534, -4.2078, 0.1482)
H (-2.6586, -2.6180, 1.4335)
H (-2.0891, -3.9422, 0.4243)
H (-1.1333, -3.4256, 1.8043)
H (-3.3500, -0.0986, -1.5212)
H (-3.5618, -1.8675, -1.4226)
H (-3.6203, -0.8878, 0.0628)
H (-0.0502, 0.8666, -3.0349)
H (-0.8806, -0.4928, -3.7461)
H (-1.7847, 0.7489, -2.8364)
C (1.1753, 1.8034, 3.3974)
P (0.3149, 0.5283, 2.4494)
C (0.8838, -1.0821, 3.0787)
C (-1.4957, 0.6085, 2.6898)
H (2.2667, 1.7128, 3.2160)
H (0.9548, 1.6481, 4.4695)
H (0.8254, 2.8073, 3.0803)
H (0.9425, -1.0340, 4.1740)
H (0.1921, -1.8915, 2.7930)
H (1.8846, -1.3004, 2.6718)
H (-1.7152, 0.5782, 3.7728)
H (-1.8736, 1.5541, 2.2559)
H (-1.9965, -0.2415, 2.1882)

Atom charges from the Löwdin analysis, given in e for atoms 1 to 6:
1 C -0.153
2 H 0.090
3 H 0.061
4 H -0.025
5 C -0.348
6 H 0.115

---

Entry 4:
Here is C32H34N4NdO3 as an isolated structure at a distorted geometry from OMol25. Energies are from ωB97M-V/def2-TZVPD.

Summary:
- LUMO energy (spin up / spin down) (eV) = -2.99 / -2.99
- net charge = +1
- spin multiplicity = 4
- HOMO energy (spin up / spin down) (eV) = -10.59 / -10.60
- E_tot (Eh) = -2245.8938

Geometry (Å):
Nd (-17.8620, 4.4244, 4.8298)
O (-17.7387, 5.8325, 3.0326)
C (-17.6358, 5.6330, 1.7024)
C (-16.9461, 6.5861, 0.9355)
C (-16.8124, 6.4723, -0.4391)
C (-17.3009, 5.3279, -1.1077)
C (-18.0003, 4.3909, -0.3700)
C (-18.1734, 4.4590, 1.0343)
C (-18.8489, 3.3437, 1.6524)
N (-18.7443, 2.9276, 2.8677)
C (-19.4604, 1.6331, 3.1382)
C (-19.1294, 1.1490, 4.5407)
N (-19.1251, 2.2966, 5.4839)
C (-19.3805, 2.0810, 6.7408)
C (-19.8698, 3.0726, 7.6990)
C (-20.3673, 2.6733, 8.9858)
C (-21.0524, 3.5455, 9.8398)
C (-21.2713, 4.8725, 9.4516)
C (-20.6998, 5.3346, 8.2737)
C (-20.0160, 4.4768, 7.3529)
O (-19.4474, 5.0475, 6.2912)
H (-16.5007, 7.4148, 1.4662)
H (-16.3043, 7.2462, -1.0134)
H (-17.2137, 5.1643, -2.2020)
H (-18.3729, 3.5170, -0.8709)
H (-19.5581, 2.8421, 0.9678)
H (-19.1637, 0.8689, 2.3744)
H (-20.5434, 1.7811, 3.0573)
H (-18.1470, 0.6336, 4.6128)
H (-19.9159, 0.4342, 4.7747)
H (-19.2812, 1.0547, 7.2189)
H (-20.2341, 1.6424, 9.3393)
H (-21.3914, 3.1973, 10.7969)
H (-21.9311, 5.5226, 10.0052)
H (-20.7648, 6.3651, 8.0009)
C (-19.2770, 8.4724, 5.9772)
C (-17.7239, 8.5185, 5.8063)
C (-17.2792, 8.8631, 4.3731)
C (-17.0598, 7.2469, 6.3479)
C (-17.4365, 6.8100, 7.6484)
C (-17.0188, 5.5448, 8.1175)
C (-16.0976, 4.7999, 7.3992)
C (-15.7051, 3.4142, 7.8459)
C (-15.6027, 5.2938, 6.1660)
C (-16.1150, 6.4941, 5.6151)
H (-19.7158, 9.2999, 5.3941)
H (-19.4551, 8.6853, 7.0244)
H (-19.6875, 7.5230, 5.6311)
H (-17.4128, 9.3096, 6.5256)
H (-17.4915, 8.0400, 3.6819)
H (-16.1998, 9.0798, 4.3545)
H (-17.8740, 9.7303, 4.0417)
H (-18.1104, 7.3873, 8.2414)
H (-17.3838, 5.1689, 9.0785)
H (-14.8522, 3.4205, 8.5267)
H (-15.3754, 2.8840, 6.9561)
H (-16.4909, 2.9255, 8.3839)
H (-14.7305, 4.8250, 5.7421)
H (-15.7914, 6.8365, 4.6282)
N (-13.5412, 1.3479, -0.4958)
C (-13.4647, 2.5989, 0.0393)
O (-13.0324, 3.6024, -0.5338)
C (-14.0334, 2.7591, 1.4565)
C (-14.0062, 4.0795, 1.9226)
C (-14.7341, 4.4155, 3.0356)
N (-15.4706, 3.5337, 3.7198)
C (-15.3428, 2.2297, 3.3629)
C (-14.6558, 1.7819, 2.2466)
H (-13.3605, 1.3131, -1.4988)
H (-14.3255, 0.7822, -0.2256)
H (-13.4218, 4.8301, 1.3800)
H (-14.7484, 5.4782, 3.3494)
H (-15.8852, 1.5428, 3.9878)
H (-14.6901, 0.7364, 2.0016)

Atom charges from the Löwdin analysis, given in e for atoms 1 to 6:
1 Nd 1.916
2 O -0.323
3 C -0.318
4 C -0.025
5 C -0.053
6 C -0.080

---

Question: Which value of E_tot does entry 4 give?
Answer: -2245.8938 Eh